{"formula": "C16H32NOPSiTi", "method": "wB97M-V/def2-TZVPD", "elements": ["H", "H", "H", "H", "C", "H", "H", "H", "H", "H", "H", "H", "C", "C", "C", "H", "C", "H", "H", "H", "P", "Si", "H", "H", "C", "H", "N", "H", "C", "H", "H", "H", "C", "H", "H", "Ti", "H", "H", "C", "C", "H", "H", "H", "C", "C", "C", "H", "O", "H", "C", "H", "C", "C"], "xyz": [[2.781210, -4.273553, -1.708380], [1.556825, -1.530598, -2.994579], [0.163088, -1.672853, 0.102532], [-0.484527, 1.515382, 6.052662], [-0.486039, 1.815117, 4.994662], [-2.432570, -2.221083, -2.632274], [2.236487, 3.340631, -2.368105], [1.829067, -0.282491, 3.662136], [1.841467, -3.069343, -3.842751], [-1.338036, 2.490382, 4.836015], [0.436773, 2.377685, 4.800050], [-3.038339, -0.271038, 4.061658], [-0.319570, -3.301429, -1.321508], [0.923904, -0.790273, 4.020471], [2.148848, -3.521986, -1.203200], [-1.467243, 3.506541, -1.328606], [-1.246217, 1.442331, -2.028364], [1.829708, 1.593948, -2.411864], [-0.004887, 4.819821, 0.433269], [1.830576, 0.563612, 0.214745], [0.681290, 2.759538, -0.599547], [-0.612378, 0.304527, 3.890113], [-1.087651, -3.502852, -2.084075], [1.600954, -0.140611, 0.409648], [0.902030, 4.464112, -0.072016], [2.948172, 2.203331, -1.156726], [0.959480, -3.312493, -1.990135], [-2.040957, -1.738935, 3.988361], [-1.212327, -0.917541, -1.400128], [-3.183996, -0.403983, -4.137930], [-2.384665, 1.938731, -3.796865], [1.099444, -1.094941, 5.062990], [1.132933, -2.538667, -3.184818], [0.169893, -2.421470, -3.701967], [1.115861, 5.109811, -0.935097], [0.127179, 0.840116, 0.692559], [1.869087, -3.899563, -0.207643], [-0.305063, -4.141321, -0.605782], [-0.690386, -2.002109, -0.528087], [-2.085851, 1.140900, -3.111644], [2.747732, -2.597231, -1.092383], [-2.149425, -0.818195, 5.498193], [-0.401970, 3.330611, -2.738707], [-0.893131, 0.417809, -1.140765], [-2.082900, -1.198706, -2.471110], [2.058975, 2.445303, -1.755309], [1.736052, 4.505897, 0.639967], [-0.749536, 0.810481, 2.300678], [-1.481440, -2.308802, 0.183180], [-0.729340, 2.838153, -1.805558], [0.786660, -1.705046, 3.426198], [-2.506225, -0.173370, -3.316394], [-2.099009, -0.724269, 4.402209]], "forces_ev_per_a": [[0.024, 0.235, 0.292], [-0.196, -0.117, -0.063], [-0.292, -0.216, -0.410], [0.017, 0.109, -0.193], [0.081, -0.031, 0.142], [0.038, 0.374, -0.144], [0.133, -0.265, 0.071], [-0.145, -0.050, 0.075], [-0.185, 0.232, -0.008], [0.174, -0.169, 0.006], [-0.186, -0.090, 0.028], [0.175, -0.058, 0.054], [0.423, 0.252, 0.515], [-0.069, 0.044, 0.161], [-0.091, -0.047, -0.178], [-0.018, -0.252, -0.249], [-0.885, -0.701, -0.599], [-0.062, 0.224, 0.294], [0.220, -0.122, -0.090], [1.148, 0.633, -0.522], [-0.418, -0.392, -1.112], [-0.145, 0.263, -0.909], [0.191, -0.019, 0.437], [0.646, -1.188, 0.167], [0.252, 0.620, -0.015], [-0.046, 0.142, -0.360], [-0.327, -0.369, 0.108], [-0.033, 0.180, 0.022], [-1.047, 0.820, -1.061], [0.158, 0.066, 0.151], [0.000, -0.294, 0.094], [0.003, 0.040, -0.228], [0.202, 0.044, -0.165], [0.364, -0.020, 0.109], [-0.035, -0.018, 0.270], [-1.288, -0.173, 0.542], [0.222, 0.117, -0.320], [-0.166, 0.213, -0.287], [-0.369, -1.375, 0.312], [0.342, 0.165, -0.014], [-0.093, -0.170, 0.142], [0.027, 0.023, -0.264], [-0.181, -0.171, 0.253], [1.127, 0.428, 0.245], [0.278, 0.051, 0.273], [0.398, 0.277, 0.014], [-0.180, 0.109, -0.169], [-0.362, -0.468, 2.003], [0.210, 0.170, -0.107], [0.139, 0.721, 0.368], [0.018, 0.184, 0.104], [-0.155, 0.059, 0.129], [-0.037, -0.023, 0.086]], "mulliken_spin": [0.00, 0.00, 0.11, 0.00, 0.00, 0.00, 0.00, -0.01, 0.00, 0.00, 0.00, 0.00, 0.00, 0.03, 0.00, 0.00, -0.02, 0.00, 0.00, 0.03, 0.03, 0.04, 0.00, 0.07, 0.03, 0.00, 0.00, 0.00, -0.03, 0.00, 0.00, 0.00, 0.00, 0.00, 0.00, 1.77, 0.00, 0.00, -0.06, -0.01, 0.00, 0.00, 0.00, -0.10, -0.01, 0.02, 0.00, 0.11, -0.03, 0.01, 0.00, 0.02, 0.00], "e_above_lowest_kcal_mol": 0.0, "spin_multiplicity": 3, "fmax_ha_per_bohr": 0.04062, "orbital_gap_ev": [6.572, 7.876]}